Model a:
56
Properties=species:S:1:pos:R:3:mulliken_charge:R:1 method="wB97M-V/def2-TZVPD" homo_ev=-8.65
N -0.70 0.65 0.56 -0.06
C -1.38 -0.26 1.54 -0.77
C -1.98 0.66 2.56 -0.47
C -0.96 1.84 2.68 -0.71
C -0.39 1.91 1.26 0.21
C 1.13 2.20 1.14 -1.23
H -1.06 0.57 -0.38 0.23
H -2.08 -0.93 1.07 0.47
H -0.55 -0.79 1.95 0.21
H -2.13 0.28 3.60 0.34
H -2.95 0.96 2.18 0.25
H -0.23 1.41 3.39 0.30
H -1.37 2.69 3.25 0.36
H -0.92 2.59 0.55 0.32
H 1.27 3.24 1.44 0.44
H 1.49 2.01 0.11 0.05
H 1.68 1.48 1.74 0.14
H 0.89 -0.02 -0.48 0.36
H 1.61 -1.21 -1.26 0.19
O 1.75 -0.38 -0.75 -0.63
H -1.73 -1.08 -3.33 0.38
H -1.70 -2.29 -4.28 0.35
O -1.70 -2.06 -3.32 -0.70
H 2.85 -2.78 4.46 0.28
H 2.87 -3.18 2.99 0.35
O 2.83 -3.55 3.88 -0.65
H -3.04 0.86 -1.11 0.35
H -4.58 1.00 -1.49 0.27
O -3.81 0.43 -1.50 -0.62
H 4.01 -1.85 1.35 0.44
H 5.00 -2.89 1.61 0.32
O 4.04 -2.81 1.48 -0.65
H 3.38 -0.15 1.90 0.30
H 3.17 -0.07 0.25 0.44
O 3.83 -0.11 0.99 -0.80
H -0.21 0.18 -3.12 0.42
H -1.30 1.19 -3.51 0.24
O -0.97 0.67 -2.77 -0.64
H -1.38 -2.59 4.44 0.31
H 0.09 -2.32 4.44 0.30
O -0.75 -1.87 4.58 -0.61
H 1.10 -2.86 -2.10 0.31
H -0.18 -1.99 -2.72 0.38
O 0.80 -2.08 -2.57 -0.74
H 1.02 4.92 -1.82 0.34
H 1.66 3.68 -2.20 0.25
O 0.93 4.23 -2.50 -0.63
H -0.62 2.50 -1.87 0.33
H -1.13 3.84 -2.44 0.30
O -1.32 3.17 -1.79 -0.61
H 2.18 1.61 -3.39 0.30
H 2.11 0.51 -2.37 0.36
O 2.03 0.64 -3.34 -0.65
H -3.83 -2.60 -0.58 0.31
H -4.57 -1.35 -0.10 0.31
O -4.46 -2.28 0.07 -0.63

=====

Model b:
56
Properties=species:S:1:pos:R:3:mulliken_charge:R:1 method="wB97M-V/def2-TZVPD" homo_ev=-9.42
C 0.26 0.71 4.12 -1.81
C 1.51 0.92 3.17 -0.14
C 1.01 1.61 1.92 1.55
C 2.25 2.08 1.23 -0.34
C 2.37 3.34 0.74 -1.32
N 2.12 -0.37 2.75 -0.37
H 0.00 1.64 4.58 0.47
H -0.56 0.34 3.56 0.36
H 0.59 0.20 4.99 0.47
H 2.27 1.52 3.76 0.43
H 0.24 2.39 2.04 0.38
H 0.57 0.76 1.28 -0.80
H 3.11 1.32 0.92 0.25
H 3.32 3.60 0.32 0.36
H 1.63 4.15 0.91 0.31
H 2.98 -0.55 3.23 0.24
H 1.46 -1.07 3.14 0.21
H -0.84 1.16 -3.52 0.31
H -0.16 2.11 -2.65 0.50
O -0.61 2.10 -3.51 -0.68
H -3.22 -2.82 -1.61 0.31
H -4.04 -1.66 -1.79 0.30
O -3.52 -2.06 -1.10 -0.58
H -1.80 1.05 0.54 0.18
H -2.33 2.52 0.97 0.32
O -2.25 1.55 1.20 -0.60
H -1.40 -1.43 -1.36 0.35
H 0.08 -0.92 -1.00 0.29
O -0.87 -0.85 -0.82 -0.29
H 2.17 0.12 -0.35 0.09
H 1.92 -1.56 0.08 0.26
O 1.89 -0.80 -0.49 -0.80
H 0.31 -2.24 -3.75 0.28
H 1.36 -1.62 -4.65 0.31
O 1.23 -2.05 -3.81 -0.56
H -2.83 2.13 -2.03 0.36
H -3.86 1.62 -1.09 0.32
O -3.75 2.24 -1.83 -0.64
H 0.31 2.18 -0.44 0.25
H 1.44 2.75 -1.31 0.33
O 0.74 2.02 -1.28 -0.67
H -1.10 -3.36 -2.78 0.33
H -2.18 -2.77 -3.63 0.29
O -1.62 -2.56 -2.83 -0.73
H -3.97 -1.08 2.54 0.32
H -2.81 -0.09 2.83 0.32
O -3.30 -0.86 3.19 -0.66
H 4.47 0.43 -2.36 0.28
H 3.29 -0.01 -1.43 0.47
O 3.66 0.74 -1.91 -0.60
H 1.21 -4.53 1.03 0.27
H 0.37 -3.15 0.71 0.42
O 0.98 -3.85 0.37 -0.69
H -0.21 -1.23 0.58 0.04
H -0.74 -1.55 2.06 0.26
O -0.08 -1.77 1.42 -0.56

=====

The structure with the most favorable energy is model a; the runner-up is 158.0 kJ/mol above it.

=====

Model a:
14
Properties=species:S:1:pos:R:3:mulliken_charge:R:1 method="wB97M-V/def2-TZVPD" homo_ev=-8.94
C -0.27 1.50 1.36 -0.72
C -0.18 -0.86 1.08 -0.04
C 0.66 -1.04 -0.91 0.40
H -0.85 1.31 2.25 0.38
H -0.63 2.42 0.72 0.25
H 0.93 1.53 1.64 0.24
H -0.24 -1.08 2.11 0.39
H 1.41 -2.42 -1.79 0.29
H -1.46 0.07 -2.47 0.14
N -0.63 0.28 0.49 -0.02
N 0.46 -1.71 0.29 -0.53
N 1.32 -1.42 -1.95 -0.63
N 0.12 0.33 -0.78 0.00
S -0.64 1.09 -2.03 -0.15

=====

Model b:
14
Properties=species:S:1:pos:R:3:mulliken_charge:R:1 method="wB97M-V/def2-TZVPD" homo_ev=-8.11
C -1.13 0.13 -2.45 -0.71
C -0.14 0.36 -1.24 0.32
C -0.15 -0.33 0.00 0.16
H -1.50 1.35 -3.18 0.28
H -2.10 -0.20 -1.77 0.26
H -0.50 -0.81 -3.19 0.24
H 2.49 1.19 0.12 0.30
H 0.03 1.56 2.62 0.30
H 0.20 -0.44 2.77 0.33
N 0.93 1.17 -1.21 -0.57
N 1.36 1.18 0.13 -0.28
N 0.73 0.29 0.86 0.52
N 0.87 0.66 2.25 -0.76
S -1.08 -1.67 0.66 -0.37

=====

Model c:
14
Properties=species:S:1:pos:R:3:mulliken_charge:R:1 method="wB97M-V/def2-TZVPD" homo_ev=-8.38
C 1.13 -0.57 0.85 0.56
C 1.26 0.91 1.17 -0.36
C -0.50 0.57 -0.35 0.11
H 0.41 -2.34 -1.06 0.26
H -0.65 -2.46 0.19 0.25
H 2.47 -1.33 1.91 0.23
H 1.12 1.09 2.25 0.27
H 2.25 1.31 0.90 0.27
H -0.04 2.46 0.31 0.17
N -0.39 -1.86 -0.57 -0.94
N 0.07 -0.66 -0.04 0.32
N 1.75 -1.59 1.24 -0.70
N 0.20 1.48 0.37 -0.13
S -1.77 0.89 -1.35 -0.34

=====

Model d:
14
Properties=species:S:1:pos:R:3:mulliken_charge:R:1 method="wB97M-V/def2-TZVPD" smiles="[H]/N=c1/cc(N)[nH]n1S" homo_ev=-8.13
C 1.21 0.99 -0.16 0.43
C 1.52 -0.14 -0.82 -0.74
C 0.34 -0.99 -0.54 0.52
H 2.30 2.03 -1.06 0.32
H 1.27 2.81 0.00 0.33
H 2.09 -0.14 -1.78 0.27
H -1.14 -2.20 -0.92 0.19
H -1.86 -1.83 1.38 0.17
H 0.39 0.84 1.50 0.28
N 1.98 2.01 -0.05 -0.54
N -0.08 -2.04 -1.23 -0.72
N -0.43 -0.23 0.44 0.23
N 0.08 0.98 0.55 -0.51
S -2.02 -0.35 0.75 -0.22

=====

The structure with the most favorable energy is model c; the runner-up is 199.0 kJ/mol above it.

=====

Model a:
14
Properties=species:S:1:pos:R:3:mulliken_charge:R:1 method="wB97M-V/def2-TZVPD" smiles="C=NC(N)=S.N=C=N" homo_ev=-7.99
C 1.95 -0.22 -0.27 0.47
C -0.92 0.83 0.17 0.18
C -1.86 -1.21 1.08 -0.32
N 2.21 0.77 -0.92 -0.48
N -0.69 0.95 -1.19 -0.48
N 1.36 -1.02 0.43 -0.46
N -1.04 -0.32 0.84 -0.11
S -1.08 2.25 0.94 -0.39
H -2.78 -1.41 0.48 0.26
H 2.83 0.99 -1.68 0.24
H -1.44 -2.03 1.65 0.26
H -0.38 0.09 -1.57 0.28
H -0.02 1.68 -1.22 0.31
H 1.86 -1.35 1.28 0.24

=====

Model b:
14
Properties=species:S:1:pos:R:3:mulliken_charge:R:1 method="wB97M-V/def2-TZVPD" smiles="SNC1=NN=CCN1" homo_ev=-8.65
C -0.46 -0.69 -0.29 0.34
C 2.08 -0.06 -0.05 -0.04
C 1.12 1.12 0.08 -0.40
H -2.95 0.08 1.27 0.13
H -1.85 -2.00 0.11 0.36
H 3.14 0.18 -0.08 0.39
H 1.04 1.33 1.15 0.24
H 1.53 2.02 -0.40 0.34
H -0.78 1.34 -0.78 0.30
N -1.81 -1.08 -0.42 -0.32
N 0.40 -1.60 0.05 -0.47
N 1.73 -1.29 -0.07 -0.44
N -0.08 0.62 -0.56 -0.27
S -3.11 0.02 -0.02 -0.16

=====

The structure with the most favorable energy is model b; the runner-up is 61.2 kJ/mol above it.

=====

Model a:
14
Properties=species:S:1:pos:R:3:mulliken_charge:R:1 method="wB97M-V/def2-TZVPD" homo_ev=-8.62
C -0.49 0.57 -0.61 0.35
C 0.57 -1.44 1.15 0.11
C 1.83 -0.68 0.99 0.02
H -2.86 0.85 -0.88 0.31
H -1.26 2.01 -1.55 0.32
H -0.12 2.39 0.13 0.23
H -0.77 -1.13 -1.66 0.39
H 0.50 -2.04 2.18 0.30
H 1.74 -0.01 0.06 0.24
N -1.65 0.93 -1.61 -0.64
N 0.12 1.41 0.20 -0.64
N -0.18 -0.74 -0.80 -0.12
N -0.38 -1.49 0.32 -0.59
S 2.95 -0.62 2.08 -0.27

=====

Model b:
14
Properties=species:S:1:pos:R:3:mulliken_charge:R:1 method="wB97M-V/def2-TZVPD" smiles="[H]/N=C/N/C(=N/[H])C(N)=S" homo_ev=-9.09
C -0.55 -0.28 1.58 -0.09
C -0.40 -0.17 0.07 0.68
C 1.15 0.93 -1.53 0.06
H -1.56 -1.86 0.77 0.27
H -1.80 -1.62 2.50 0.22
H -2.08 -0.72 -0.40 0.25
H 1.52 0.51 0.48 0.28
H 0.30 0.93 -2.32 0.27
H 2.47 1.78 -2.76 0.26
N -1.32 -1.39 1.66 -0.35
N -1.11 -0.63 -0.90 -0.74
N 0.76 0.64 -0.22 -0.20
N 2.32 1.42 -1.79 -0.63
S 0.30 0.45 2.86 -0.27

=====

The structure with the most favorable energy is model b; the runner-up is 399.8 kJ/mol above it.

=====

Model a:
27
Properties=species:S:1:pos:R:3:mulliken_charge:R:1 method="wB97M-V/def2-TZVPD" multiplicity=2 total_charge=+1 homo_ev="-13.81 / -14.54"
C -0.68 -1.00 -1.70 -0.27
C -0.13 -1.28 -3.13 -1.33
C -0.26 0.34 -1.21 0.27
C 0.21 0.40 0.16 -0.12
C -0.26 1.52 -1.99 -0.29
C 0.61 1.59 0.66 -0.33
C 0.16 2.71 -1.49 -0.56
C 0.72 2.73 -0.17 0.68
O 1.16 3.88 0.25 -0.42
H -1.78 -1.00 -1.76 0.38
H -0.49 -1.76 -0.97 0.26
H 0.74 -0.67 -3.37 0.42
H 0.14 -0.48 0.79 -0.08
H -0.51 1.43 -3.04 0.43
H 0.84 1.68 1.71 0.35
H 0.30 3.60 -2.08 0.43
H 1.77 3.77 1.01 0.37
H -0.93 -1.08 -3.83 0.34
H 0.03 -2.35 -3.27 0.38
C -0.88 -1.89 2.60 -0.75
C 0.45 -1.56 3.29 -0.88
H -1.41 -2.74 3.03 0.37
H -1.54 -1.04 2.49 0.33
H -0.69 -2.25 1.59 0.12
H 0.49 -2.09 4.24 0.35
H 0.63 -0.49 3.44 0.23
H 1.31 -1.97 2.76 0.32

=====

Model b:
27
Properties=species:S:1:pos:R:3:mulliken_charge:R:1 method="wB97M-V/def2-TZVPD" multiplicity=2 total_charge=+1 homo_ev="-13.96 / -14.49"
C -0.82 2.10 -1.72 -1.36
C -1.29 -0.33 1.06 -0.62
C -1.55 0.42 -0.04 -0.32
C -0.25 0.10 1.98 0.82
C -0.79 1.57 -0.34 0.69
C 0.49 1.26 1.71 -0.47
C 0.25 1.95 0.56 -0.47
O -0.32 -0.53 3.14 -0.44
H -1.89 -1.16 1.39 0.44
H -2.29 0.07 -0.75 0.38
H 0.57 -0.64 3.52 0.39
H 1.24 1.65 2.39 0.38
H -0.10 1.51 -2.30 0.26
H -0.57 3.16 -1.79 0.45
H 0.92 2.76 0.30 0.42
H -1.77 2.08 -2.22 0.41
C 1.07 -1.21 -1.91 0.11
C 0.88 -1.74 -0.48 -1.00
C 1.39 -2.32 -2.90 -1.48
H 0.14 -0.71 -2.19 -0.02
H 1.84 -0.44 -1.85 0.34
H 1.52 -1.18 0.21 0.23
H 2.37 -2.78 -2.77 0.38
H 0.57 -3.02 -2.88 0.36
H 1.39 -2.72 -0.44 0.43
H -0.02 -2.01 0.07 0.30
H 1.36 -1.90 -3.91 0.40

=====

The structure with the most favorable energy is model a; the runner-up is 46.3 kJ/mol above it.

=====

Model a:
19
Properties=species:S:1:pos:R:3:mulliken_charge:R:1 method="wB97M-V/def2-TZVPD" homo_ev="-6.35 / -6.35"
C -1.83 -0.97 -0.42 -1.25
C 0.48 0.14 0.64 0.26
C 0.51 0.06 -0.94 -0.17
N 1.43 -0.64 1.39 -0.65
N 1.77 -0.29 -1.48 -0.51
N -1.09 1.96 0.54 -0.45
C -0.22 1.15 1.24 -0.49
C -0.34 -0.99 -0.61 0.03
H 2.14 -0.99 0.74 0.31
H 1.91 -0.06 2.07 0.22
H 2.30 0.49 -1.83 0.22
H 1.74 -1.05 -2.15 0.23
H -1.17 2.91 0.90 0.23
H -0.91 1.90 -0.47 0.26
H -0.11 1.34 2.30 0.43
H 0.04 -2.01 -0.74 0.35
H -2.13 -1.67 0.36 0.31
H -2.22 0.02 -0.17 0.31
H -2.30 -1.29 -1.36 0.36

=====

Model b:
19
Properties=species:S:1:pos:R:3:mulliken_charge:R:1 method="wB97M-V/def2-TZVPD" smiles="N=C(N)N.C=CC=C" homo_ev=-8.94
C -2.92 -0.58 0.12 -0.92
C -2.37 -1.36 -0.80 0.08
C -1.73 -0.90 -2.02 0.06
C -1.14 -1.73 -2.88 -0.80
H -3.00 0.50 0.00 0.28
H -3.35 -0.97 1.03 0.26
H -2.29 -2.42 -0.56 0.23
H -1.75 0.16 -2.22 0.30
H -0.66 -1.38 -3.77 0.28
H -1.14 -2.80 -2.67 0.23
N 0.94 0.24 0.93 -0.44
C 1.89 1.13 1.39 0.54
N 2.96 1.30 0.53 -0.52
N 1.90 1.71 2.53 -0.68
H -0.02 0.44 1.18 0.19
H 1.07 -0.14 0.01 0.22
H 2.75 1.36 -0.45 0.21
H 3.59 2.03 0.83 0.27
H 1.11 1.39 3.09 0.21

=====

Model c:
19
Properties=species:S:1:pos:R:3:mulliken_charge:R:1 method="wB97M-V/def2-TZVPD" homo_ev=-7.97
C 0.48 -0.14 -2.73 -1.03
C 1.50 -0.12 1.40 -1.31
C -0.65 0.29 -0.69 0.46
C 0.02 -0.30 1.66 0.82
N -1.33 1.35 -1.21 -0.45
N -0.31 -0.68 2.96 -0.57
C -0.92 -0.08 0.73 -0.71
N 0.17 -0.46 -1.35 -0.48
H -1.43 1.38 -2.22 0.23
H -2.15 1.68 -0.71 0.25
H -1.21 -1.14 3.03 0.24
H 0.43 -1.21 3.41 0.24
H -1.97 -0.16 0.98 0.30
H -0.38 -0.32 -3.38 0.32
H 1.29 -0.78 -3.08 0.28
H 0.82 0.90 -2.84 0.36
H 1.71 0.53 0.55 0.33
H 1.98 0.34 2.27 0.44
H 1.97 -1.09 1.22 0.28

=====

The structure with the most favorable energy is model c; the runner-up is 54.9 kJ/mol above it.

=====

Model a:
19
Properties=species:S:1:pos:R:3:mulliken_charge:R:1 method="wB97M-V/def2-TZVPD" homo_ev="-8.76 / -8.76"
C -0.50 1.87 2.12 -0.27
C -0.26 1.65 -0.82 -0.31
C -0.98 -1.62 -0.93 -1.22
C 1.33 -1.52 0.06 -1.44
C 0.38 -0.80 -0.81 0.23
N 0.65 2.26 1.85 -0.28
N 0.07 0.38 -0.08 0.29
N 0.93 1.51 0.01 -0.58
H -0.92 2.14 3.10 0.35
H -1.26 1.47 1.43 0.25
H -0.19 1.47 -1.88 0.33
H -1.05 2.30 -0.51 0.21
H -1.81 -0.99 -1.26 0.33
H -0.84 -2.48 -1.53 0.42
H -1.14 -2.14 0.10 0.23
H 0.81 -1.71 1.02 0.36
H 2.24 -0.84 0.36 0.33
H 1.73 -2.44 -0.42 0.37
H 0.81 -0.50 -1.81 0.37

=====

Model b:
19
Properties=species:S:1:pos:R:3:mulliken_charge:R:1 method="wB97M-V/def2-TZVPD" homo_ev=-7.72
C -1.94 -0.11 0.44 -0.89
C 1.18 0.52 0.95 -1.38
N -0.88 -0.90 -0.17 0.13
C 0.37 -0.31 -0.53 1.42
C 0.37 1.14 -0.71 -0.24
N -0.84 -2.21 0.35 -0.71
C 0.83 2.26 -1.18 -0.83
N 1.33 -0.99 -1.14 -0.89
H -0.17 -2.28 1.12 0.24
H -0.54 -2.84 -0.39 0.26
H 0.95 -1.80 -1.63 0.21
H -1.98 0.87 -0.02 0.38
H -2.89 -0.63 0.26 0.30
H -1.80 0.02 1.52 0.28
H 0.79 1.38 1.49 0.34
H 1.06 -0.33 1.61 0.39
H 2.23 0.64 0.71 0.43
H 0.28 2.75 -1.97 0.27
H 1.64 2.82 -0.73 0.28

=====

The structure with the most favorable energy is model a; the runner-up is 48.7 kJ/mol above it.

=====

Model a:
19
Properties=species:S:1:pos:R:3:mulliken_charge:R:1 method="wB97M-V/def2-TZVPD" homo_ev=-7.53
C 1.81 0.46 0.53 -0.48
C -2.52 0.31 0.96 -0.94
C 2.44 0.82 -0.78 -0.93
N -1.50 0.43 -0.06 -0.09
C 1.14 -0.68 0.72 0.62
C -0.92 -0.69 -0.67 -0.23
N 0.84 -1.63 1.45 -0.59
N -0.58 -0.76 -1.91 -0.66
H -1.32 1.33 -0.48 0.23
H 2.20 0.97 1.39 0.34
H 0.74 -2.57 1.09 0.29
H -0.44 0.15 -2.33 0.23
H -1.33 -1.62 -0.26 0.46
H -3.16 -0.54 0.75 0.31
H -2.05 0.11 1.93 0.28
H -3.15 1.20 1.00 0.33
H 2.46 1.90 -0.91 0.28
H 3.46 0.44 -0.82 0.26
H 1.87 0.37 -1.60 0.29

=====

Model b:
19
Properties=species:S:1:pos:R:3:mulliken_charge:R:1 method="wB97M-V/def2-TZVPD" homo_ev=-6.48
C -0.19 1.65 1.05 -1.34
C -0.71 0.27 0.69 0.75
C -0.23 -0.46 -0.42 0.56
C -1.37 -1.18 -1.17 -1.73
C 1.00 -0.34 -1.04 -0.40
H 0.54 1.73 1.90 0.25
H 0.27 1.88 0.16 0.34
H -0.93 2.33 1.33 0.44
H -2.06 0.51 2.17 0.25
H -2.49 -0.79 1.00 0.21
H -1.84 -2.00 -0.64 0.35
H -2.13 -0.43 -1.36 0.40
H -0.99 -1.63 -2.10 0.39
H 1.00 -0.74 -2.04 0.30
H 3.77 0.26 0.24 0.28
H 3.07 -1.19 0.07 0.24
N -2.00 0.10 1.21 -0.51
N 2.02 0.31 -0.60 -0.05
N 3.27 -0.29 -0.44 -0.73

=====

Model c:
19
Properties=species:S:1:pos:R:3:mulliken_charge:R:1 method="wB97M-V/def2-TZVPD" homo_ev="-6.55 / -6.55"
C 2.87 0.07 -0.77 -0.59
C -0.16 0.92 0.04 0.67
C -1.21 1.91 -0.01 -1.12
C -2.28 -1.22 0.00 -0.75
C 1.92 -0.89 1.20 -0.51
N 1.05 0.98 0.21 -0.62
N -0.95 -1.16 -0.52 -0.46
N 1.97 -0.04 0.20 0.41
H 2.79 0.87 -1.47 0.26
H 3.65 -0.66 -0.85 0.26
H -2.04 1.62 0.63 0.29
H -1.59 1.97 -1.03 0.26
H -0.85 2.89 0.30 0.36
H -3.01 -0.50 -0.44 0.24
H -2.26 -1.07 1.08 0.29
H -2.68 -2.23 -0.19 0.32
H -0.97 -0.98 -1.52 0.20
H 1.07 -0.88 1.85 0.22
H 2.68 -1.63 1.29 0.27

=====

The structure with the most favorable energy is model b; the runner-up is 4.9 kJ/mol above it.

=====

Model a:
18
Properties=species:S:1:pos:R:3:mulliken_charge:R:1 method="wB97M-V/def2-TZVPD" multiplicity=2 total_charge=-2 homo_ev="4.05 / -1.27"
C 2.40 0.86 -0.76 -0.97
C 1.93 1.90 0.21 0.57
O 2.86 2.23 1.06 -0.78
O 0.81 2.37 0.16 -0.64
H 2.21 -0.18 -0.46 0.18
H 3.46 0.95 -1.00 0.31
H 1.79 0.98 -1.68 0.27
C -1.76 -1.32 -0.04 -2.60
C -1.17 -0.09 -0.82 -0.66
C -1.43 -1.18 1.43 -2.82
H -2.83 -1.44 -0.24 0.94
H -1.29 -2.21 -0.52 0.72
H -1.77 0.07 -1.69 0.92
H -0.12 -0.43 -1.09 -0.12
H -1.87 -0.40 2.04 0.43
H -1.89 -2.00 1.93 2.09
H -1.01 0.87 -0.17 0.13
H -0.32 -1.01 1.65 0.03

=====

Model b:
18
Properties=species:S:1:pos:R:3:mulliken_charge:R:1 method="wB97M-V/def2-TZVPD" multiplicity=2 total_charge=-2 homo_ev="4.37 / -1.57"
C 3.04 -1.29 -1.61 -0.89
C 1.53 -1.35 -1.27 0.37
O 0.85 -2.11 -2.01 -0.69
O 1.16 -0.63 -0.33 -0.40
H 3.49 -0.35 -1.29 0.29
H 3.18 -1.43 -2.69 0.28
H 3.55 -2.11 -1.11 0.22
C -1.21 1.07 1.43 -1.21
C -1.12 1.54 -0.03 -2.35
C -2.28 0.00 1.55 -3.42
H -0.28 0.60 1.74 0.01
H -1.30 1.97 2.05 1.70
H -1.98 2.16 -0.27 1.70
H -0.84 0.70 -0.67 0.11
H -2.01 -0.83 0.88 0.19
H -2.33 -0.48 2.53 1.26
H -0.21 2.16 -0.13 -0.01
H -3.25 0.38 1.23 0.84

=====

The structure with the most favorable energy is model b; the runner-up is 37.7 kJ/mol above it.